The following is a quantum chemistry calculation of an isolated molecule of C17H24N2O3 in a non-equilibrium geometry, from the Open Molecules 2025 dataset.

Its energy above the lowest of the compared OMol25 structures with the same formula, charge and spin is 263.2 kJ/mol. Its HOMO-LUMO gap is 8.54 eV. The SMILES is CCN(CC)CCCNC(=O)/C=C/c1ccc2c(c1)OCO2. As for the spin multiplicity: 1.

Last column: Mulliken charge in e.
CARTESIAN COORDINATES (ANGSTROEM)
C: 3.3729 2.6490 -1.5792  -1.193
H: 3.3260 3.0251 -2.5978  0.434
H: 3.0206 3.4305 -0.9105  0.264
H: 4.4113 2.4305 -1.3406  0.285
C: 2.5083 1.3902 -1.4584  -0.859
N: 2.5118 0.7324 -0.1599  0.495
C: 1.9802 1.5352 0.9347  -0.550
H: 1.9269 0.8763 1.8065  0.373
C: 0.5894 2.0961 0.6599  -1.554
H: 0.6257 2.9282 -0.0382  0.346
H: -0.0637 1.3291 0.2516  0.411
H: 0.1592 2.4600 1.5901  0.394
H: 2.6609 2.3638 1.1962  0.457
C: 3.8089 0.1571 0.1861  -0.943
H: 4.4105 0.8619 0.7825  0.323
C: 3.6879 -1.1650 0.9522  -0.721
C: 3.0331 -2.2567 0.1098  -0.747
N: 1.6379 -1.9529 -0.0947  -0.013
C: 0.6839 -2.9036 -0.1554  0.293
O: 0.9233 -4.0969 -0.0899  -0.680
C: -0.7013 -2.3827 -0.2905  -0.630
C: -1.1522 -1.3340 0.4018  -0.229
C: -2.5006 -0.7901 0.3891  0.753
C: -2.8257 0.2110 1.3049  -0.657
C: -4.0876 0.7906 1.3630  -1.013
C: -5.0236 0.3374 0.4654  0.879
C: -4.7130 -0.6613 -0.4619  0.874
C: -3.4726 -1.2370 -0.5230  -1.218
H: -3.2585 -2.0002 -1.2503  0.381
O: -5.8159 -0.9175 -1.2341  -0.493
C: -6.8301 -0.0600 -0.7599  -0.238
O: -6.3236 0.7271 0.2971  -0.474
H: -7.1711 0.5963 -1.5765  0.242
H: -7.6814 -0.6588 -0.3976  0.247
H: -4.3264 1.5604 2.0773  0.436
H: -2.0724 0.5456 2.0022  0.393
H: -0.4694 -0.8296 1.0748  0.686
H: -1.3488 -2.9858 -0.9084  0.357
H: 1.4426 -0.9678 -0.2381  0.110
H: 3.5514 -2.3398 -0.8550  0.231
H: 3.0890 -3.2291 0.6071  0.434
H: 3.1105 -1.0241 1.8665  0.264
H: 4.6912 -1.4871 1.2348  0.389
H: 4.3537 -0.0418 -0.7396  0.543
H: 1.4735 1.6370 -1.7046  0.457
H: 2.8474 0.6507 -2.1899  0.462



The following is a quantum chemistry calculation of C6H18ClNSi2 as an isolated structure in a non-equilibrium geometry, from the Open Molecules 2025 dataset.

Its HOMO-LUMO gap (spin up / spin down) is 6.19 / 6.16 eV. As for the spin multiplicity: 3. As for the expectation value of S²: 2.00.

Last column: Mulliken charge in e.
CARTESIAN COORDINATES (ANGSTROEM)
C: -0.5662 1.4583 2.0045  -1.122
C: -0.3495 2.2322 -0.3628  -0.995
C: 1.4787 -1.2180 -1.8410  -1.573
C: 2.7346 -0.8532 0.3183  -1.078
C: 0.2946 1.3193 0.6812  -0.001
C: 1.7017 -0.2183 -0.5796  0.109
N: 0.4388 -0.0209 0.1308  0.653
Si: -0.7975 -1.2080 0.2651  -0.001
Si: -3.7588 -1.1514 -0.1248  0.414
Cl: -4.9164 0.5207 -0.5171  -0.265
H: -0.3828 2.4170 2.4709  0.349
H: -1.5791 1.3336 1.5472  0.276
H: -0.2929 0.6924 2.8199  0.278
H: -0.1201 3.2976 -0.4969  0.302
H: -1.3684 2.2505 -0.1038  0.219
H: 0.0086 1.8011 -1.3447  0.325
H: 0.7560 -0.9125 -2.6185  0.304
H: 2.4375 -1.2465 -2.4042  0.447
H: 1.3834 -2.2230 -1.4133  0.440
H: 3.1089 -0.0510 1.0062  0.303
H: 3.6877 -1.2243 -0.2881  0.353
H: 2.2824 -1.7864 0.8740  0.209
H: 1.3229 1.8500 0.8129  0.251
H: 2.1178 0.6874 -1.0959  0.293
H: -4.5463 -2.0416 0.7783  -0.122
H: -0.5207 -1.6266 1.6444  -0.084
H: -0.7240 -2.2293 -0.7457  -0.168
H: -3.8309 -1.8490 -1.4173  -0.113



The following is a quantum chemistry calculation of a 2-piece molecular cluster, BrClHOP overall in a non-equilibrium geometry, from the Open Molecules 2025 dataset.

Its energy above the lowest of the compared OMol25 structures with the same formula, charge and spin is 320.4 kJ/mol. Its HOMO-LUMO gap (spin up / spin down) is 7.48 / 6.69 eV. As for the spin multiplicity: 1.

Last column: Mulliken charge in e.
CARTESIAN COORDINATES (ANGSTROEM)
O: -0.7331 -1.0304 0.5479  -0.434
P: -0.7704 -1.4387 2.0154  0.422
Cl: 0.5323 -2.9976 2.1773  -0.188
Br: 0.3300 0.1933 3.0595  -0.164
H: 0.0518 0.1942 -0.2079  0.364



The following is a quantum chemistry calculation of an isolated molecule of C3H7NO in a non-equilibrium geometry, from the Open Molecules 2025 dataset.

Its energy above the lowest of the compared OMol25 structures with the same formula, charge and spin is 157.8 kJ/mol. Its HOMO-LUMO gap is 10.50 eV. The SMILES is [H]/N=C(\C)OC. As for the spin multiplicity: 1.

Last column: Mulliken charge in e.
CARTESIAN COORDINATES (ANGSTROEM)
C: 1.8534 -0.0669 0.4016  -0.635
O: 0.6637 -0.8257 0.1426  -0.370
C: -0.4066 -0.0079 0.0239  0.847
C: -1.6568 -0.5938 -0.5785  -0.933
N: -0.1879 1.1911 0.3226  -0.687
H: 1.9611 0.6856 -0.3866  0.287
H: 1.8006 0.4787 1.3498  0.260
H: 2.6789 -0.7719 0.3945  0.233
H: -2.0465 0.2980 -1.0728  0.297
H: -2.4034 -0.8988 0.1588  0.255
H: -1.4838 -1.4416 -1.2581  0.278
H: -0.7727 1.9532 0.5024  0.168



- Which of these has the highest spin multiplicity?
  C6H18ClNSi2



- Look up the spin multiplicity of the first one.
  1